Record 1
C29H22AsClNO4RuS | wB97M-V/def2-TZVPD

```
! wB97M-V def2-TZVPD RIJCOSX def2/J DEFGRID3
* xyz 1 5
Ru -1.0511 -0.2184 -0.4680
S -0.8247 -1.5632 1.4349
C 0.3850 -0.7639 2.5447
C 0.2808 -1.1022 3.8821
C 1.1002 -0.4193 4.7842
C 2.0661 0.4383 4.3694
C 2.2409 0.8018 3.0137
C 1.3203 0.1567 2.1327
As 1.4072 0.4213 0.2125
C 2.4906 2.0045 0.0291
C 3.8923 1.8375 0.0853
C 4.6547 3.0028 0.0617
C 4.0805 4.2614 -0.1027
C 2.6639 4.3722 -0.2190
C 1.8865 3.2536 -0.1981
C 2.3116 -0.9852 -0.7093
C 2.7179 -0.7798 -2.0183
C 3.2793 -1.7807 -2.7582
C 3.3637 -3.0342 -2.2523
C 2.9652 -3.3078 -0.9160
C 2.4878 -2.2547 -0.1159
H -0.4244 -1.8793 4.2349
H 1.2169 -0.7589 5.8385
H 2.5390 0.9645 5.1552
H 3.0389 1.4734 2.6622
H 4.3135 0.8211 0.3546
H 5.7404 2.9838 0.2531
H 4.6972 5.1467 0.0440
H 2.2206 5.3615 -0.3825
H 0.8071 3.2964 -0.3480
H 2.5615 0.2088 -2.4202
H 3.7322 -1.6122 -3.7670
H 3.7555 -3.8681 -2.8197
H 3.2531 -4.3157 -0.4834
H 2.2608 -2.5029 0.9061
O -1.8864 1.4096 -3.7745
Cl -0.7151 1.3345 -3.0122
O 0.4498 1.6344 -3.7525
O -0.5321 -0.1253 -2.6720
O -0.9417 2.0196 -1.7423
C -4.6552 2.4550 0.6605
C -5.6487 1.4849 0.8826
C -5.3567 0.2176 0.4952
C -4.1138 -0.0945 -0.0692
N -3.1541 0.8177 -0.1184
C -3.3845 2.1296 0.2016
C -3.7363 -1.4408 -0.5606
C -4.6513 -2.4270 -0.8674
C -4.2061 -3.6762 -1.3747
C -2.8251 -3.8306 -1.6487
C -1.8540 -2.9295 -1.2487
C -2.3466 -1.7447 -0.6139
H -4.9379 3.4546 0.9837
H -6.5527 1.7611 1.4214
H -6.0733 -0.5994 0.6800
H -2.5876 2.9015 0.0161
H -5.7359 -2.2829 -0.7371
H -4.8097 -4.4097 -1.8320
H -2.4344 -4.7306 -2.1424
H -0.7413 -2.9883 -1.1950
*
```

Results
Expectation value of S² ... 6.03
Energy above the lowest of the compared OMol25 structures with the same formula, charge and spin ... 14.5 kcal/mol
Highest occupied orbital energy (spin up / spin down) ... -0.42001 / -0.43093 Ha
Orbital gap (spin up / spin down) ... 7.9 / 6.2 eV

Want to see where the charge sits? The Mulliken charges in e are:
1 Ru -0.07
2 S -0.31
3 C 0.68
4 C -0.60
5 C -0.63
6 C -0.59
7 C -0.56
8 C 0.19
9 As 0.78
10 C 0.28
11 C -0.35
12 C -0.45
13 C -0.49
14 C -0.57
15 C -0.43
16 C 0.59
17 C -0.03
18 C -0.78
19 C -0.37
20 C -0.78
21 C -0.36
22 H 0.41
23 H 0.31
24 H 0.39
25 H 0.42
26 H 0.39
27 H 0.34
28 H 0.38
29 H 0.39
30 H 0.32
31 H 0.42
32 H 0.35
33 H 0.42
34 H 0.34
35 H 0.46
36 O -0.62
37 Cl 1.81
38 O -0.59
39 O -0.70
40 O -0.47
41 C -0.68
42 C -0.39
43 C -0.83
44 C 1.09
45 N 0.27
46 C -0.32
47 C 0.30
48 C -0.29
49 C -0.96
50 C -0.46
51 C -0.31
52 C 0.64
53 H 0.37
54 H 0.44
55 H 0.31
56 H 0.36
57 H 0.35
58 H 0.40
59 H 0.36
60 H 0.40

Record 2
C18H18N3NiO | wB97M-V/def2-TZVPD

```
! wB97M-V def2-TZVPD RIJCOSX def2/J DEFGRID3
* xyz -1 1
Ni 0.0287 0.4834 -0.4879
N 0.9130 -1.3684 -0.5224
C 1.2629 -1.7419 0.8189
C 2.1465 -2.7563 1.1508
C 2.3915 -3.0177 2.4996
C 1.7495 -2.2987 3.4891
C 0.8428 -1.2617 3.1769
C 0.1351 -0.4908 4.1295
C -0.7189 0.5095 3.6597
C -0.8670 0.7569 2.3131
N -0.2059 0.0417 1.3468
C 0.6322 -0.9723 1.8018
H 0.1110 -1.8918 -0.8798
H 1.6838 -1.4542 -1.1695
H 2.6312 -3.3325 0.3716
H 3.0876 -3.8023 2.7730
H 1.9394 -2.5224 4.5332
H 0.2626 -0.6796 5.1878
H -1.2757 1.1242 4.3577
H -1.5050 1.5489 1.9472
C -4.0398 -2.9835 -0.6908
C -2.7254 -2.2797 -0.4256
N -2.4958 -1.9224 0.8564
O -1.9305 -2.0378 -1.3211
H -4.2822 -3.6946 0.0994
H -3.9807 -3.4955 -1.6471
H -4.8371 -2.2398 -0.7406
H -3.2275 -1.9865 1.5406
H -1.7464 -1.2506 1.0178
C 0.2366 1.7496 -1.5317
C 0.7047 2.7515 -2.3975
C 0.4293 4.1266 -2.1668
C 0.8933 5.1024 -3.0235
C 1.6481 4.7768 -4.1517
C 1.9245 3.4303 -4.3987
C 1.4702 2.4404 -3.5540
H -0.1554 4.3941 -1.2950
H 0.6658 6.1424 -2.8131
H 2.0090 5.5486 -4.8196
H 2.5065 3.1541 -5.2720
H 1.6877 1.3997 -3.7626
*
```

Results
Highest occupied orbital energy (spin up / spin down) ... -0.03648 / -0.03610 Ha
Orbital gap (spin up / spin down) ... 3.7 / 3.6 eV

Want to see where the charge sits? The Mulliken charges in e are:
1 Ni -0.03
2 N -0.37
3 C 0.50
4 C -0.87
5 C -0.38
6 C -0.95
7 C 0.51
8 C -0.95
9 C -0.38
10 C -0.54
11 N -0.31
12 C 0.83
13 H 0.25
14 H 0.32
15 H 0.37
16 H 0.35
17 H 0.35
18 H 0.35
19 H 0.37
20 H 0.41
21 C -1.24
22 C 0.69
23 N -0.30
24 O -0.64
25 H 0.35
26 H 0.31
27 H 0.30
28 H 0.20
29 H 0.23
30 C -0.97
31 C 0.90
32 C -0.62
33 C -0.29
34 C -0.54
35 C -0.27
36 C -0.57
37 H 0.34
38 H 0.33
39 H 0.34
40 H 0.33
41 H 0.31

Record 3
C10H22N3O2 | wB97M-V/def2-TZVPD

```
! wB97M-V def2-TZVPD RIJCOSX def2/J DEFGRID3
* xyz 1 1
C 3.1589 -0.8944 -1.6560
C 2.4620 -0.9107 -0.3406
O 1.1398 -0.4809 -0.5792
C 0.1926 -0.6485 0.4467
O -0.9764 -1.2766 0.0870
C -0.8884 -2.7467 -0.2007
C -0.9223 -3.6452 0.9912
C -0.2447 0.8120 0.9955
C -1.2661 0.6577 2.0710
C -1.5569 1.7907 3.0614
N 0.3126 1.9224 0.7661
C 0.4773 2.5403 -0.3493
N -0.3515 2.2199 -1.3898
C -0.6842 3.1844 -2.3831
N -1.2557 1.1750 -1.2328
H 2.6651 -1.6273 -2.3927
H 3.1227 0.1961 -2.1104
H 4.2890 -1.2201 -1.4988
H 2.9314 -0.0410 0.0704
H 2.5697 -1.7888 0.3271
H 0.7674 -1.1359 1.2281
H -1.6201 -2.9990 -0.8817
H 0.0497 -3.0073 -0.4993
H -0.7365 -4.7099 0.7396
H 0.0049 -3.2733 1.6593
H -1.7927 -3.6993 1.7857
H -2.1507 0.3771 1.3821
H -0.9578 -0.2769 2.6650
H -2.2195 1.4428 3.8848
H -2.0773 2.5704 2.5301
H -0.6307 2.1852 3.4479
H 1.1271 3.4201 -0.3683
H -1.6248 3.6407 -2.5492
H 0.0634 4.0175 -2.1191
H -0.3168 2.7943 -3.3311
H -0.8116 0.2707 -1.4166
H -2.0905 1.2714 -1.9173
*
```

Results
Energy above the lowest of the compared OMol25 structures with the same formula, charge and spin ... 78.1 kcal/mol
SMILES ... CCOC(OCC)/C(CC)=N\C=[N+](\C)N
Highest occupied orbital energy ... -0.47685 Ha
Orbital gap ... 9.5 eV

Want to see where the charge sits? The Mulliken charges in e are:
1 C -1.06
2 C -0.21
3 O -0.35
4 C -0.48
5 O -0.35
6 C -0.34
7 C -0.97
8 C 0.44
9 C -0.27
10 C -1.37
11 N -0.38
12 C -0.37
13 N 0.32
14 C -0.94
15 N -0.46
16 H 0.27
17 H 0.24
18 H 0.35
19 H 0.28
20 H 0.39
21 H 1.09
22 H 0.43
23 H 0.27
24 H 0.37
25 H 0.20
26 H 0.26
27 H 0.26
28 H 0.34
29 H 0.38
30 H 0.35
31 H 0.34
32 H 0.39
33 H 0.36
34 H 0.24
35 H 0.39
36 H 0.20
37 H 0.38

Record 4
C25H19NO4SbSn | wB97M-V/def2-TZVPD

```
! wB97M-V def2-TZVPD RIJCOSX def2/J DEFGRID3
* xyz 3 1
Sn -1.0113 3.0784 -2.6523
O 0.8902 2.5630 -6.8144
C 0.4116 2.5518 -5.5884
O -0.4622 3.3185 -5.1754
C 1.0924 1.5698 -4.7182
C 2.0722 0.7053 -5.2459
C 2.8142 0.0048 -4.3033
C 2.5190 0.0729 -2.9134
C 1.4250 0.8811 -2.5079
N 0.6950 1.5921 -3.4140
C 0.8854 1.1745 -1.1618
O 1.0413 0.2824 -0.2159
O 0.2092 2.2479 -0.9206
H 0.4197 3.1289 -7.4707
H 2.4031 0.7375 -6.2895
H 3.6224 -0.6347 -4.5884
H 3.1083 -0.4956 -2.2098
C 1.4856 0.4912 5.9659
C 1.2066 1.5588 5.1108
C 0.9581 1.3173 3.7312
C 0.8029 -0.0099 3.3022
C 0.9405 -1.0682 4.1869
C 1.3204 -0.8285 5.5179
Sb -0.2358 -0.3465 1.4559
C -2.0620 0.6153 0.9936
C -2.7334 0.2139 -0.1654
C -3.4736 1.2007 -0.8764
C -3.6499 2.4678 -0.3517
C -3.1031 2.8131 0.9133
C -2.2994 1.8725 1.5491
C -0.2187 -2.3948 0.9088
C 0.9358 -2.9875 0.4606
C 1.0365 -4.3740 0.4394
C -0.0559 -5.1673 0.7283
C -1.2655 -4.5567 1.0838
C -1.3433 -3.1474 1.1851
H 1.7785 0.7191 6.9718
H 1.3525 2.5938 5.4304
H 0.8625 2.1467 3.0459
H 0.8387 -2.0904 3.8497
H 1.5719 -1.6199 6.1973
H -2.6864 -0.8376 -0.4910
H -4.0181 0.8816 -1.7701
H -4.2445 3.1734 -0.9453
H -3.3676 3.7444 1.3752
H -1.8633 2.0975 2.5132
H 1.7676 -2.4131 0.1355
H 1.9866 -4.8459 0.1598
H 0.0333 -6.2364 0.7195
H -2.1389 -5.1537 1.3420
H -2.2540 -2.6079 1.5173
*
```

Results
Energy above the lowest of the compared OMol25 structures with the same formula, charge and spin ... 0.0 kcal/mol
Highest occupied orbital energy ... -0.63047 Ha
Orbital gap ... 6.3 eV

Want to see where the charge sits? The Mulliken charges in e are:
1 Sn 1.26
2 O -0.38
3 C 0.49
4 O -0.60
5 C 0.52
6 C -0.68
7 C -0.34
8 C -0.54
9 C 0.36
10 N -0.22
11 C 0.81
12 O -0.68
13 O -0.64
14 H 0.45
15 H 0.48
16 H 0.49
17 H 0.47
18 C -0.44
19 C -0.75
20 C -0.39
21 C 0.53
22 C -0.24
23 C -0.75
24 Sb 1.51
25 C 0.17
26 C -0.17
27 C -0.93
28 C -0.54
29 C -0.66
30 C -0.34
31 C 0.44
32 C -0.46
33 C -0.58
34 C -0.52
35 C -0.70
36 C -0.31
37 H 0.44
38 H 0.36
39 H 0.57
40 H 0.43
41 H 0.41
42 H 0.45
43 H 0.50
44 H 0.54
45 H 0.52
46 H 0.55
47 H 0.45
48 H 0.41
49 H 0.45
50 H 0.41
51 H 0.37

Number 1: E -4662.4328 hartree. Number 2: E -2444.4506 hartree. Number 3: E -708.5860 hartree. Number 4: E -1773.3306 hartree.